# 1
# CH9NO5

A 4-piece molecular cluster, CH9NO5 overall (ωB97M-V/def2-TZVPD, the Open Molecules 2025 dataset).

**Kohn-Sham gap**: 10.312 eV
**HOMO energy**: -0.3732 Ha
**SMILES string**: NC(=O)O.O.O.O
**ΔE to the lowest compared entry with this formula, charge and spin**: 91.05 kJ/mol
**E_LUMO**: 0.16 eV
**Electronic energy**: -12910.9985 eV

```
! wB97M-V def2-TZVPD RIJCOSX def2/J DEFGRID3
* xyz 0 1
N 0.0670 1.2839 1.8857
C -1.1929 1.1451 1.3648
O -1.1413 0.8724 0.0111
O -2.2222 1.2096 1.9732
H 0.7313 0.5411 1.7407
H 0.1293 1.7298 2.7881
H -1.4462 -0.0404 -0.0820
H 0.6708 -3.7717 -1.1222
H 1.1701 -2.4432 -1.6937
O 0.9062 -2.8735 -0.8726
H -0.9555 1.9122 -1.9773
H -2.1979 1.6901 -2.7756
O -1.2438 1.5654 -2.8342
H 2.6987 -0.8454 -0.0993
H 1.6603 -1.3096 0.9094
O 2.3663 -0.6658 0.7840
*
```

# 2
# CH9NSi2

A 2-piece molecular cluster, CH9NSi2 overall (ωB97M-V/def2-TZVPD, the Open Molecules 2025 dataset).

**Kohn-Sham gap**: 10.417 eV
**HOMO energy**: -0.3562 Ha
**ΔE to the lowest compared entry with this formula, charge and spin**: 0.00 kJ/mol
**E_LUMO**: 0.73 eV
**Electronic energy**: -18427.5172 eV

```
! wB97M-V def2-TZVPD RIJCOSX def2/J DEFGRID3
* xyz 0 1
C -1.9468 0.7351 -0.0572
N 2.1513 0.5133 0.5670
Si -0.8733 -0.7950 0.2877
Si 1.2708 -0.5143 -0.4939
H -1.6049 1.5930 0.5154
H -1.8957 1.0056 -1.1086
H -2.9917 0.5697 0.1904
H 2.1974 0.2729 1.5463
H 3.0321 0.8980 0.2683
H -1.5068 -1.9524 -0.3727
H -0.9855 -1.0918 1.7312
H 1.1354 0.4680 -2.1430
H 2.0178 -1.7020 -0.9308
*
```

no.,strongest force on any atom (Eh/bohr)
1,0.01533
2,0.06698